50
Properties=species:S:1:pos:R:3:nbo_charge:R:1 method="wB97M-V/def2-TZVPD" homo_lumo_gap_ev="6.829 / 3.794" relative_energy_kcal_mol=66.4 s2=6.0795 total_energy_ha=-3367.24362 spin_multiplicity=5 charge=+2
C 2.993 -0.136 -1.780 -0.9294
C -0.088 -1.025 1.966 -0.9387
C -0.962 -1.516 6.221 -0.0488
C 0.015 1.526 0.992 0.4795
C 0.006 0.697 -6.553 0.5767
H 2.764 0.822 -2.254 0.2635
H -4.093 -1.685 0.503 0.2678
Cl -1.457 1.557 3.775 0.1720
H 4.077 -0.293 -1.772 0.2638
C -0.148 -2.298 4.092 -0.1903
C -0.391 -2.516 5.447 -0.0944
P 2.312 -0.145 -0.079 0.8943
H -1.145 -1.681 7.275 0.2591
H -0.886 -0.660 -7.928 0.2643
H -1.713 0.480 6.266 0.2678
C 3.277 1.158 0.774 -0.9310
Mn 0.000 0.000 0.000 0.7730
H 0.307 -3.101 3.525 0.2393
H 2.502 -0.932 -2.346 0.2555
C 0.000 -0.021 -7.874 -0.7405
H 4.353 0.982 0.668 0.2652
H -2.763 -1.688 1.699 0.2361
O 0.025 2.508 1.630 -0.4566
H -4.333 1.066 0.670 0.2631
H -4.084 -0.223 -1.767 0.2622
H -2.533 -2.489 0.131 0.2489
H 0.878 -0.670 -7.930 0.2645
C 2.976 -1.699 0.628 -0.9259
H 2.734 -1.742 1.693 0.2365
H -2.520 -0.888 -2.341 0.2545
H -0.129 -3.464 5.899 0.2555
C -1.284 -0.295 5.640 -0.2543
H 2.485 -2.536 0.125 0.2508
C -2.997 -0.083 -1.776 -0.9364
H 3.025 2.133 0.348 0.2598
H 4.061 -1.763 0.494 0.2701
I -0.007 -0.750 -4.842 -0.1610
H 3.013 1.169 1.834 0.2456
H 0.003 0.711 -8.686 0.2643
C -1.046 -0.054 4.278 0.0647
H -2.982 2.190 0.350 0.2583
H -2.753 0.871 -2.252 0.2629
H 0.964 -1.074 2.117 0.2418
O 0.018 1.866 -6.352 -0.4539
P -2.314 -0.102 -0.076 0.9249
H -2.990 1.226 1.836 0.2414
C -3.006 -1.642 0.634 -0.9283
H -0.448 -1.993 1.560 0.2358
C -3.254 1.220 0.775 -0.9365
C -0.471 -1.071 3.458 0.1426

---

10
Properties=species:S:1:pos:R:3:nbo_charge:R:1 method="wB97M-V/def2-TZVPD" homo_lumo_gap_ev="8.769 / 7.492" relative_energy_kcal_mol=0.0 s2=2.0089 total_energy_ha=-1795.26643 spin_multiplicity=3 charge=0
Cl -2.594 1.325 -0.546 0.0618
S 1.465 -1.757 -1.513 -0.1962
H 1.088 1.055 1.206 0.2254
S 1.131 -1.143 0.298 0.2616
H 2.740 0.848 0.610 0.2361
C 1.658 0.624 0.416 -0.7703
Cl -1.739 -0.741 1.230 0.0746
C -2.502 -0.305 -0.187 -0.3491
H 1.333 1.145 -0.471 0.2331
H -2.580 -1.050 -1.042 0.2230

---

64
Properties=species:S:1:pos:R:3:nbo_charge:R:1 method="wB97M-V/def2-TZVPD" homo_lumo_gap_ev="6.954 / 6.952" total_energy_ha=-3005.03645 spin_multiplicity=1 charge=+2
H -2.724 4.165 -1.068 0.2583
C 0.669 3.965 1.249 -0.1982
H 2.558 0.137 0.087 0.3982
C -2.198 -3.457 2.121 -1.1571
H 0.729 4.664 2.073 0.2410
C -2.817 3.309 -3.578 0.2238
H -2.899 -0.770 -1.505 0.2372
H 1.068 -3.835 2.511 0.2499
C -1.322 -4.275 -0.730 -1.1506
H -3.155 -3.216 1.658 0.2504
V -0.524 -0.203 0.472 1.4436
N 0.136 -0.058 -1.492 -0.5249
H 1.560 -4.358 0.889 0.2473
S -0.102 -0.215 2.915 0.0056
H -2.319 -4.431 2.600 0.2789
C -2.444 0.027 1.007 -0.6222
C 0.356 1.681 0.483 -0.3356
H -0.196 -2.039 -1.939 0.2295
C -2.826 0.308 -1.420 -0.1631
C 0.803 4.420 -0.053 -0.1719
N -2.737 3.951 -4.526 -0.1945
H 5.127 0.481 1.072 0.2483
C -2.738 3.088 -1.143 -0.1547
N 3.662 0.069 3.848 -0.2015
C -2.652 0.894 -0.154 -0.0624
C -2.631 2.299 -0.024 -0.1388
H -0.487 -4.455 -1.407 0.2531
H 0.902 2.420 -3.618 0.2501
C 0.443 2.616 1.511 -0.1617
H -3.031 0.662 -3.532 0.2565
C -2.835 2.483 -2.406 -0.0811
H 5.870 -0.204 2.523 0.2847
H 2.488 -1.495 0.452 0.3989
C 0.285 -0.899 -3.708 -0.2266
C 0.448 1.179 -1.920 0.2306
O -0.329 -1.901 0.533 -0.9577
C 0.664 1.426 -3.273 -0.2199
C 0.062 -1.076 -2.360 0.0514
H -2.056 -3.649 -1.241 0.2416
C 3.776 -0.170 2.583 0.3755
H 0.522 -5.374 1.873 0.2737
N 2.158 -0.566 0.703 -0.5896
H -2.512 2.747 0.953 0.2476
C 0.736 -4.338 1.602 -1.1513
C -2.910 1.100 -2.552 -0.1696
C 1.597 -0.118 2.995 0.2662
C 0.735 3.515 -1.100 -0.1704
H 0.304 2.314 2.541 0.2172
C 0.526 2.164 -0.835 -0.1298
N 2.516 -0.286 2.015 -0.2120
N 2.322 0.110 4.084 -0.3325
H -2.004 -2.740 2.920 0.2553
H -2.871 -0.972 0.938 0.2610
H 0.962 5.470 -0.254 0.2457
H 0.743 0.555 -5.225 0.2548
H -1.805 -5.240 -0.561 0.2784
Si -0.800 -3.570 0.906 1.8496
H 5.106 -1.272 1.339 0.2459
H 0.837 3.873 -2.115 0.2308
H 1.979 0.287 5.017 0.4538
H -2.568 0.467 1.993 0.2638
H 0.224 -1.743 -4.379 0.2552
C 0.579 0.380 -4.171 -0.1015
C 5.040 -0.300 1.828 -0.6744

---

64
Properties=species:S:1:pos:R:3:nbo_charge:R:1 method="wB97M-V/def2-TZVPD" homo_lumo_gap_ev=3.133 relative_energy_kcal_mol=0.0 total_energy_ha=-3593.68769 spin_multiplicity=1 charge=+1
C 14.783 9.569 7.988 0.4255
C 10.784 11.769 5.204 0.2234
H 6.962 5.061 6.407 0.4476
C 14.006 9.673 10.265 -0.0972
H 16.082 10.089 9.675 0.2414
H 10.142 7.408 6.289 0.2680
H 12.745 13.451 5.648 0.1888
Be 9.830 9.008 8.901 1.7224
H 6.756 12.842 10.432 0.2653
C 15.063 9.863 9.356 -0.3208
C 7.907 8.262 6.919 -0.2640
H 9.075 5.516 5.388 0.2439
H 15.818 7.869 5.851 0.1824
H 13.196 9.256 6.510 0.2528
H 7.767 13.307 6.661 0.2711
C 7.815 12.207 6.788 -1.0255
O 12.053 11.479 5.575 -0.6405
C 9.004 5.589 6.484 -0.2506
C 11.698 9.435 12.373 -0.7145
H 12.716 9.182 12.754 0.2414
H 10.577 12.717 8.931 0.2761
H 7.225 8.933 7.484 0.2247
H 16.539 9.371 5.221 0.2110
N 7.533 5.804 6.811 -0.3408
C 7.270 5.798 8.314 -0.2409
H 6.216 5.832 8.486 0.2394
H 13.756 12.154 6.341 0.1804
C 12.383 9.210 8.444 0.5613
H 8.763 6.655 9.695 0.2497
As 8.260 11.851 8.595 1.9552
O 11.223 8.829 8.040 -0.9326
H 9.510 14.120 8.481 0.2669
O 9.146 10.363 8.702 -1.3312
C 12.741 12.550 6.266 -0.2580
H 12.264 12.792 7.223 0.1584
H 9.362 4.589 6.820 0.2428
H 7.377 7.125 5.092 0.2522
H 6.065 7.247 6.279 0.2343
H 8.612 11.768 6.181 0.3159
C 8.064 6.951 8.923 -0.2765
O 10.382 8.902 10.368 -0.8679
C 13.460 9.324 7.565 -0.4536
C 11.525 9.283 10.845 0.6038
O 10.209 11.244 4.263 -0.7516
H 5.801 12.284 9.128 0.2561
H 14.781 9.154 5.356 0.1946
C 6.669 12.038 9.700 -0.9812
H 6.550 11.076 10.187 0.2469
H 10.647 6.479 7.675 0.2652
H 10.999 8.811 12.934 0.2404
H 9.484 13.484 10.129 0.2345
H 8.444 8.883 6.176 0.2812
N 8.839 7.698 7.889 -0.5090
O 15.817 9.508 7.144 -0.4766
C 7.123 7.124 6.184 -0.2555
H 7.423 7.729 9.384 0.2327
C 9.599 13.194 9.070 -0.9711
C 9.769 6.766 7.088 -0.2747
H 11.602 10.473 12.769 0.2553
H 7.636 4.781 8.676 0.2410
C 12.634 9.473 9.892 -0.3397
H 6.840 11.750 6.561 0.2211
H 14.226 9.572 11.358 0.2130
C 15.714 8.966 5.831 -0.2539

---

23
Properties=species:S:1:pos:R:3:nbo_charge:R:1 method="wB97M-V/def2-TZVPD" homo_lumo_gap_ev=10.147 smiles=Cc1ccccc1.CC relative_energy_kcal_mol=37.3 total_energy_ha=-351.27081 spin_multiplicity=1 charge=0
C -0.030 2.215 -1.309 -0.6556
C -1.258 -1.421 -0.950 -0.2324
H 2.108 -1.721 1.547 0.1999
H 4.036 -0.020 0.569 0.2070
H -1.240 -2.223 -1.717 0.2225
C -1.011 0.878 0.573 -0.2354
H 1.187 -0.214 1.658 0.2167
H -1.732 -0.398 2.176 0.2151
H 2.631 0.855 0.190 0.1934
C 2.980 -0.167 0.485 -0.6114
C -0.574 0.850 -0.699 -0.0029
H -1.716 -2.431 0.900 0.2122
C -1.526 -0.300 1.157 -0.2058
H 0.845 2.392 -0.682 0.2187
C 2.169 -0.722 1.612 -0.6044
C -0.810 -0.275 -1.542 -0.2044
H 2.807 -0.731 -0.404 0.2042
H 0.174 2.392 -2.397 0.2278
H -0.898 1.866 1.015 0.2174
H 2.620 -0.506 2.640 0.1936
C -1.484 -1.440 0.395 -0.2051
H -0.762 3.122 -1.216 0.2155
H -0.799 -0.098 -2.615 0.2135

---

11
Properties=species:S:1:pos:R:3:nbo_charge:R:1 method="wB97M-V/def2-TZVPD" homo_lumo_gap_ev=9.251 smiles="C1=CO1.C=C" relative_energy_kcal_mol=117.9 total_energy_ha=-231.03584 spin_multiplicity=1 charge=0
H -1.662 1.588 -0.795 0.2045
H 3.684 -0.099 -1.804 0.2165
C -1.401 1.439 0.235 -0.4190
C 2.986 -0.059 -1.084 0.0078
H -1.006 2.255 0.855 0.2017
H -1.184 -0.001 1.958 0.2003
C 1.925 0.144 -0.404 0.0853
H 1.024 0.677 -0.254 0.2275
O 2.837 -0.669 0.331 -0.5441
C -1.419 0.232 0.805 -0.3625
H -1.683 -0.612 0.302 0.1819

---

56
Properties=species:S:1:pos:R:3:lowdin_charge:R:1 method="wB97M-V/def2-TZVPD" homo_lumo_gap_ev="5.225 / 6.514" relative_energy_kcal_mol=0.0 s2=3.9996 total_energy_ha=-6574.84509 spin_multiplicity=4 charge=+3
C 2.535 -2.657 -0.448 -0.3462
C -0.587 -4.154 0.251 -0.1263
H 1.683 1.915 5.071 0.1383
C -2.431 2.675 -3.763 -0.0119
Mn 0.259 -1.562 2.345 0.5062
H 3.593 -3.571 -2.066 0.0988
H 0.386 -4.534 -0.069 0.0792
H -0.051 -3.631 2.318 0.1108
H -0.239 4.547 -1.371 0.0824
H 4.066 -1.598 5.862 0.1396
C -1.394 0.078 -3.899 0.0064
H -1.484 -2.754 1.664 0.1030
H -1.155 -5.021 0.592 0.1176
H 3.257 -1.840 -0.328 0.0868
H -3.921 1.561 -0.697 0.0799
C -2.447 1.751 0.922 -0.3607
C 2.971 0.243 5.574 0.0389
H 1.902 -4.046 -2.030 0.0792
C -1.828 2.087 -2.668 -0.0884
H 0.437 3.555 0.875 0.0792
Ge 0.856 -1.814 0.007 1.1105
H 2.368 -2.443 -2.621 0.0781
H 2.830 -2.786 4.054 0.1379
H -4.545 2.213 0.817 0.0957
H -2.603 0.739 1.307 0.0583
H -2.830 3.679 -3.708 0.1328
H -1.125 -3.741 -0.604 0.0939
C 2.620 -1.756 4.310 -0.0442
C -1.297 0.793 -2.701 -0.2482
C -1.998 0.650 -5.003 -0.0125
H -1.795 2.718 -1.759 0.0719
H 1.499 4.613 -1.141 0.0949
C 0.657 3.935 -1.272 -0.1287
C 0.586 2.999 -0.052 -0.3236
C -0.679 0.271 -1.474 -0.2860
C 2.583 -3.210 -1.877 -0.1263
H 0.010 -1.507 -2.308 0.0631
C -0.480 -3.143 1.394 -0.3284
H 0.811 3.388 -2.201 0.0799
H -1.006 -0.928 -3.978 0.1177
H -2.071 0.090 -5.925 0.1305
H -3.579 3.236 -0.232 0.0843
C 3.295 -1.087 5.302 0.0126
Ge -0.845 1.711 -0.158 1.1305
C -0.081 -0.935 -1.385 -0.2287
N 1.668 -1.110 3.602 -0.1054
H -2.244 2.410 1.767 0.0702
C -2.512 1.942 -4.939 -0.0021
H -2.981 2.380 -5.810 0.1336
C 1.339 0.164 3.883 -0.6309
H 1.508 2.421 0.045 0.0757
C -3.691 2.218 0.141 -0.1263
C 1.968 0.894 4.860 -0.0085
H 3.497 0.773 6.358 0.1450
H 2.773 -3.403 0.311 0.0793
S -0.058 0.581 2.858 0.7904

---

12
Properties=species:S:1:pos:R:3:nbo_charge:R:1 method="wB97M-V/def2-TZVPD" homo_lumo_gap_ev=6.289 relative_energy_kcal_mol=244.5 total_energy_ha=-447.71285 spin_multiplicity=1 charge=0
H 1.317 -0.942 -2.542 0.3861
H -2.571 1.147 -0.724 0.2493
N -1.215 1.089 0.788 -0.4507
C -1.507 0.769 -0.360 0.2111
C 0.193 0.517 1.188 0.4950
H 0.041 -2.347 0.414 0.4718
O -0.146 0.104 -2.301 -0.4248
N 0.549 -0.254 0.099 -0.0717
H 1.983 0.741 1.953 0.3574
N -0.480 -0.163 -0.996 -0.0764
O 0.871 -1.638 0.259 -0.5509
N 0.967 0.978 2.223 -0.5960

---

13
Properties=species:S:1:pos:R:3:nbo_charge:R:1 method="wB97M-V/def2-TZVPD" homo_lumo_gap_ev=9.449 smiles=CCS.SS relative_energy_kcal_mol=4.3 total_energy_ha=-1275.54004 spin_multiplicity=1 charge=0
C -0.239 0.216 0.959 -0.5232
H 1.284 -0.139 -1.777 0.1231
S 1.114 -1.275 -2.475 -0.1218
H -1.498 1.990 0.621 0.2171
H 0.790 -2.881 -0.391 0.1201
H -2.374 0.460 0.732 0.2163
C -1.455 0.931 0.377 -0.6227
H -1.457 0.856 -0.711 0.2085
S 1.900 -2.556 -1.077 -0.1175
H -0.500 -0.232 1.923 0.2203
S 1.203 1.250 1.317 -0.0337
H 1.180 1.984 0.199 0.1095
H 0.051 -0.604 0.304 0.2041

---

15
Properties=species:S:1:pos:R:3:nbo_charge:R:1 method="wB97M-V/def2-TZVPD" homo_lumo_gap_ev=10.588 smiles="CCNC(C)=O" relative_energy_kcal_mol=23.2 total_energy_ha=-287.79552 spin_multiplicity=1 charge=0
H 0.508 -0.021 -1.194 0.4063
H 0.606 -2.153 0.802 0.2025
H 1.051 0.733 1.746 0.2211
H 1.078 -1.717 2.454 0.2147
H -2.001 0.125 -1.922 0.2332
N 0.493 0.356 -0.249 -0.6354
O -1.388 1.532 0.439 -0.6155
H -0.475 0.418 -2.727 0.2098
C -0.703 0.973 -0.390 0.6952
H -1.443 1.793 -2.252 0.2373
H -0.501 -1.210 1.823 0.2197
C 1.147 -0.073 1.003 -0.2193
H 2.224 -0.195 0.829 0.2013
C 0.550 -1.365 1.559 -0.6182
C -1.146 0.805 -1.921 -0.7528

---

86
Properties=species:S:1:pos:R:3:lowdin_charge:R:1 method="wB97M-V/def2-TZVPD" homo_lumo_gap_ev=8.841 smiles=c1cc[nH]c1.c1cc[nH]c1.c1cc[nH]c1.ClCCCl.ClCCCl.ClCCCl.ClCCCl.ClCCCl.ClCCCl.ClCCCl total_energy_ha=-7623.44562 spin_multiplicity=1 charge=0
C -22.652 3.618 4.192 -0.1286
H -15.549 5.478 -3.320 0.0421
C -19.188 3.214 -0.425 -0.1097
Cl -17.231 5.281 3.375 0.5382
H -20.637 -1.033 -2.167 0.0071
H -21.366 5.260 3.937 0.1031
H -19.151 -0.946 -5.002 -0.0075
Cl -24.654 5.285 -0.470 0.5523
H -13.555 4.777 -0.179 0.0894
H -20.779 2.561 0.991 0.0645
H -16.163 3.359 -4.765 0.0996
Cl -15.386 2.910 -1.158 0.5133
H -22.464 4.948 0.435 0.0480
C -17.796 7.819 2.366 -0.6843
H -14.721 3.036 1.061 0.0497
Cl -21.749 -0.648 -4.202 0.5650
Cl -18.786 -1.666 0.006 0.4902
C -21.193 1.952 3.784 -0.1350
H -17.712 0.887 -4.286 0.0467
C -17.962 4.529 -5.265 -0.1263
C -18.013 6.348 2.131 -0.6704
Cl -15.581 6.185 -0.507 0.5939
H -18.544 3.929 -5.966 0.1019
Cl -20.349 7.065 -0.489 0.5531
H -19.238 5.898 -2.335 0.0574
H -17.417 -0.734 2.359 0.0693
H -18.335 3.379 -2.500 0.0926
H -22.282 5.644 -2.008 0.0340
H -19.140 6.288 -5.258 0.1153
Cl -21.417 4.753 -3.996 0.5840
N -22.512 2.216 4.081 0.0300
C -23.451 3.151 0.795 -0.6128
C -18.220 -0.844 -5.550 -0.6331
C -15.256 3.780 0.475 -0.6794
H -19.279 0.265 1.223 0.0547
C -21.458 4.184 3.872 -0.1231
Cl -18.501 0.282 -6.947 0.5207
Cl -18.782 8.487 3.675 0.5515
H -19.064 6.078 2.040 0.0408
C -23.465 4.624 0.717 -0.6464
H -16.288 -0.470 0.937 0.0865
C -16.769 4.254 -4.612 -0.1343
H -20.783 0.953 3.828 0.1083
H -19.477 3.354 3.449 0.0616
N -20.131 2.213 -2.191 0.0279
C -17.368 -0.109 -4.533 -0.6609
C -14.501 5.013 0.339 -0.6148
C -17.294 6.407 -4.179 -0.1424
H -14.309 5.467 1.325 0.0840
C -16.384 5.417 -3.947 -0.1514
H -17.484 6.090 1.216 -0.0153
N -18.234 5.899 -5.048 0.0068
C -20.257 6.290 -2.160 -0.6056
H -20.301 1.869 -3.126 0.1222
C -20.902 1.924 -1.109 -0.1432
C -19.035 2.959 -1.782 -0.1386
H -20.964 4.406 -1.667 0.0082
H -21.570 -3.173 -1.451 0.0793
H -18.491 3.892 0.109 0.0978
H -23.729 4.990 1.697 0.0584
H -18.057 8.383 1.461 0.0670
H -21.180 -3.234 -3.257 0.0811
H -23.397 2.637 -0.178 0.0651
C -20.368 2.551 0.003 -0.1151
Cl -23.647 -3.094 -2.748 0.4840
C -21.600 -1.300 -2.538 -0.6860
Cl -16.925 1.625 2.241 0.5370
H -16.732 7.917 2.661 0.0743
H -22.749 2.859 1.559 0.0192
H -16.335 -0.146 -4.801 0.0581
H -16.294 3.893 0.799 -0.0110
H -21.762 1.317 -1.265 0.0960
H -23.595 4.011 4.485 0.1040
H -20.537 7.122 -2.847 0.0727
C -20.532 3.157 3.674 -0.1275
C -18.391 0.039 0.617 -0.6080
H -18.312 0.616 -0.306 0.0387
H -23.248 1.592 4.161 0.1069
C -21.827 -2.799 -2.467 -0.5697
H -17.473 7.405 -3.829 0.1101
H -22.429 -0.805 -2.012 0.0494
Cl -17.437 -1.018 -3.002 0.5574
C -21.311 5.220 -2.259 -0.6408
C -17.162 -0.088 1.501 -0.5360
Cl -25.014 2.511 1.536 0.5019
H -17.699 -1.749 -5.881 0.0845

---

12
Properties=species:S:1:pos:R:3:nbo_charge:R:1 method="wB97M-V/def2-TZVPD" homo_lumo_gap_ev="8.695 / 7.606" relative_energy_kcal_mol=69.7 s2=2.0918 total_energy_ha=-248.34802 spin_multiplicity=3 charge=+1
N -0.018 -0.237 0.565 -0.1255
C 0.191 -1.038 1.760 -0.4800
H 0.919 1.618 0.642 0.2691
H -0.898 0.349 -3.060 0.3224
H 0.188 1.999 -1.725 0.2497
H 0.107 -2.138 1.611 0.2793
C -0.625 0.120 -2.027 -0.5258
H -0.606 -0.991 2.568 0.2700
C -0.097 1.141 -1.231 -0.0824
C -0.588 -1.082 -1.416 0.5149
H 1.155 -0.683 2.202 0.2621
C 0.273 0.940 0.110 0.0465